Record 1
55
Properties=species:S:1:pos:R:3 method="wB97M-V/def2-TZVPD" multiplicity=2 gap_ev=6.108 charge=+3
Ir -0.7004 0.4374 -1.3394
C 1.9689 0.9632 -2.4560
C 1.2156 2.2120 -2.8446
O 0.0845 2.4434 -1.9660
C 0.2579 3.4683 -0.9629
C 0.7398 2.8430 0.3304
O -0.1348 1.7560 0.6521
C -1.3651 2.1827 1.2593
C -2.4085 1.1305 1.0050
O -2.4964 0.9727 -0.4330
C -3.6231 0.1973 -0.9068
C -3.6925 0.3702 -2.4144
O -2.3997 0.2029 -3.0210
C -2.1592 -1.0440 -3.6748
C -1.9446 -2.1226 -2.6353
O -0.9245 -1.6916 -1.6841
C 0.3544 -2.3642 -1.7518
C 1.5126 -1.4010 -2.0806
O 0.9837 -0.0889 -2.3678
H 2.4672 1.0572 -1.4879
H 2.7019 0.6959 -3.2184
H 0.8081 2.1217 -3.8505
H 1.8843 3.0716 -2.8147
H -0.7231 3.9250 -0.8470
H 0.9435 4.2340 -1.3243
H 0.7625 3.5785 1.1372
H 1.7342 2.4110 0.2277
H -1.7003 3.1219 0.8157
H -1.2156 2.3326 2.3301
H -3.3766 1.4672 1.3771
H -2.1529 0.1670 1.4525
H -4.5299 0.5830 -0.4399
H -3.4732 -0.8407 -0.6016
H -4.0226 1.3756 -2.6701
H -4.4055 -0.3464 -2.8264
H -1.2650 -0.8905 -4.2787
H -2.9881 -1.3060 -4.3354
H -1.6350 -3.0611 -3.0913
H -2.8432 -2.3097 -2.0506
H 0.2935 -3.1487 -2.5020
H 0.5181 -2.8254 -0.7798
H 2.0716 -1.7272 -2.9572
H 2.1936 -1.3201 -1.2313
C 2.5831 0.6161 5.2864
S 2.4963 -0.7944 6.3988
C 2.7004 -2.2412 5.5820
C 2.6134 -2.5759 4.1174
S 2.2571 -1.5599 2.8986
S 2.9020 -4.2443 3.7756
C 3.0602 -4.8402 5.4053
S 3.2797 -6.3563 5.8304
S 2.9827 -3.5554 6.6177
H 2.3825 1.4469 5.9631
H 1.8387 0.5650 4.5032
H 3.5877 0.7062 4.8798

Record 2
47
Properties=species:S:1:pos:R:3 method="wB97M-V/def2-TZVPD" gap_ev=9.930 smiles="C#CCOC(=O)CCCC(=O)NCCCCCCCC"
C -6.7111 -0.7627 -0.3902
C -5.8507 -1.5905 -0.4676
C -4.7386 -2.5217 -0.5053
H -5.0471 -3.5069 -0.1459
H -4.3526 -2.5896 -1.5304
O -3.6862 -2.1019 0.3739
C -2.8858 -1.1314 -0.0601
O -2.9494 -0.6526 -1.1671
C -1.9212 -0.6957 1.0123
H -1.0341 -0.2756 0.5390
H -1.6423 -1.5605 1.6147
C -2.5867 0.3537 1.9181
H -1.8594 0.6734 2.6666
H -3.4277 -0.1127 2.4364
C -3.0923 1.5871 1.1618
C -1.9415 2.3647 0.5289
O -1.3302 3.2253 1.1308
N -1.6798 2.0136 -0.7445
H -2.1681 1.2268 -1.1538
C -0.5929 2.5764 -1.5113
C 0.5531 1.5766 -1.6898
C 1.3439 1.3792 -0.3982
C 2.3384 0.2258 -0.5019
C 3.1281 0.0434 0.7925
C 4.0637 -1.1656 0.7696
C 5.2331 -1.0122 -0.2008
C 6.1991 -2.1872 -0.1057
H 6.6117 -2.2627 0.8981
H 7.0220 -2.0653 -0.8063
H 5.6883 -3.1200 -0.3355
H 4.8581 -0.9420 -1.2230
H 5.7664 -0.0857 0.0238
H 3.4929 -2.0600 0.5075
H 4.4647 -1.3148 1.7755
H 2.4214 -0.0762 1.6180
H 3.7104 0.9462 0.9892
H 3.0228 0.4222 -1.3289
H 1.8005 -0.6988 -0.7287
H 1.8786 2.3013 -0.1622
H 0.6543 1.1924 0.4277
H 0.1358 0.6213 -2.0201
H 1.2208 1.9366 -2.4746
H -0.2438 3.4595 -0.9714
H -0.9771 2.8812 -2.4901
H -3.8171 1.2973 0.3998
H -3.5808 2.2510 1.8766
H -7.4914 -0.0627 -0.3476

Record 3
50
Properties=species:S:1:pos:R:3 method="wB97M-V/def2-TZVPD" gap_ev=10.378 smiles="CC(C)C(=O)O[C@H](C)OC(=O)NCC1(CC(=O)O)CCCCC1"
C 3.7991 -0.7067 0.1954
C 2.5501 -0.8278 -0.6616
O 1.3795 -1.1169 0.0807
C 0.9131 -0.1298 0.9051
O 1.5458 0.8391 1.2307
N -0.3269 -0.4477 1.3225
H -0.7671 -1.2393 0.8797
C -1.1399 0.4455 2.1150
H -0.4663 0.9452 2.8116
H -1.8390 -0.1755 2.6805
C -1.9265 1.5101 1.3077
C -3.1881 1.9066 2.0949
C -2.8632 2.6551 3.3842
C -2.0706 3.9184 3.0697
C -0.7881 3.5637 2.3262
C -1.0833 2.7695 1.0563
H -1.6287 3.4113 0.3608
H -0.1437 2.4929 0.5823
H -0.1284 2.9938 2.9819
H -0.2556 4.4755 2.0506
H -1.8336 4.4514 3.9927
H -2.6798 4.5795 2.4487
H -3.7943 2.9157 3.8929
H -2.2864 2.0167 4.0551
H -3.7792 1.0153 2.3203
H -3.8005 2.5571 1.4663
C -2.3942 0.9091 -0.0366
C -1.2805 0.5109 -0.9837
O -0.4149 1.2375 -1.3954
O -1.3888 -0.7656 -1.3551
H -0.6411 -1.0128 -1.9472
H -2.9925 1.6606 -0.5566
H -3.0196 0.0324 0.1416
O 2.7616 -1.9235 -1.5347
C 1.8641 -2.2078 -2.4818
O 0.8530 -1.5841 -2.6796
C 2.2737 -3.4476 -3.2490
C 1.8397 -3.3391 -4.7071
H 0.7695 -3.1567 -4.7625
H 2.3530 -2.5172 -5.2000
H 2.0686 -4.2609 -5.2353
H 3.3593 -3.5495 -3.1748
C 1.6077 -4.6429 -2.5577
H 1.9178 -4.7042 -1.5173
H 0.5253 -4.5418 -2.5956
H 1.8898 -5.5643 -3.0611
H 2.3705 0.0889 -1.2459
H 4.6598 -0.5709 -0.4520
H 3.6960 0.1463 0.8586
H 3.9238 -1.6154 0.7785

Energy relative to the best compared isomer or geometry (same formula, charge and spin): 10.11, 223.71, 0.00 (kJ/mol)
E_tot: -3171.4207, -906.3183, -1132.1721 (Ha)